No. 1
C26H29FN4O5 | ωB97M-V/def2-TZVPD

```
65
Properties=species:S:1:pos:R:3:forces:R:3
N -2.097 -1.134 1.360 0.90 -0.73 -0.01
H -5.369 0.443 -0.603 -0.03 0.06 0.00
O -3.251 -0.411 1.355 -0.68 0.23 -0.11
O 1.543 -3.110 1.276 0.01 -0.22 0.20
C -0.982 -3.562 -1.008 0.32 -0.34 0.03
H 0.369 -4.906 -1.951 -0.08 0.05 0.08
H 1.510 3.267 -4.102 -0.01 0.08 -0.07
C 1.499 -3.262 -1.106 -0.06 -0.14 0.08
H 1.385 -2.590 -1.954 0.06 -0.11 0.02
H 0.469 -4.908 -0.171 0.01 -0.01 -0.04
C 1.579 -0.355 -0.991 -0.13 0.17 -0.75
O 2.066 1.924 1.242 0.37 0.23 0.01
H 2.042 1.963 -5.149 0.00 0.05 -0.09
H -3.859 -2.571 -0.997 -0.14 -0.10 -0.16
C 5.395 -0.810 1.710 0.57 0.15 0.70
H 0.310 2.207 -4.864 -0.05 0.01 -0.04
C -2.232 -2.068 0.442 -0.75 0.69 0.02
H -6.162 -0.996 0.039 -0.05 -0.01 0.02
H 3.593 0.391 -0.828 0.09 0.01 0.06
C 2.541 1.237 -2.479 -0.32 -0.20 0.03
C -2.684 3.550 1.746 -0.08 -0.15 0.08
C -5.401 -0.247 0.240 0.13 0.10 0.05
C 1.578 -2.511 0.211 0.07 -0.06 -0.44
H -3.335 3.688 -0.338 -0.10 -0.02 -0.04
H 1.220 -1.008 2.198 0.14 0.13 -0.15
H -0.456 -0.877 -1.419 -0.11 -0.05 0.10
C 1.295 2.244 -4.407 0.13 0.03 0.03
H -0.600 0.228 1.428 0.19 -0.02 0.01
C 3.258 -0.517 1.913 -0.24 0.19 1.00
H -3.669 2.146 0.454 -0.08 -0.02 -0.02
N -1.227 -2.977 0.211 0.09 0.11 0.50
H -1.116 3.028 -0.832 0.04 -0.02 -0.08
C 0.301 0.545 -2.819 0.14 -0.05 0.06
H -0.625 0.587 -3.372 -0.10 0.02 -0.08
C 2.667 0.417 -1.377 0.03 0.01 -0.12
C -1.673 2.584 2.349 0.08 0.20 -0.09
C -1.586 2.391 -0.085 -0.06 0.01 -0.02
F 3.604 1.975 -2.855 -0.06 0.01 0.00
N -0.021 1.056 1.316 -0.13 0.01 0.17
C 0.349 -4.283 -1.057 0.05 0.03 -0.12
C 1.318 0.975 1.330 -0.18 -0.33 0.16
H -2.239 4.542 1.652 0.00 0.09 0.02
H -3.593 3.633 2.340 -0.03 0.10 0.04
C 3.796 -0.242 3.134 -0.41 -0.17 -0.63
N 1.654 -1.162 0.174 0.03 0.22 0.32
C 0.395 -0.284 -1.716 0.13 -0.02 0.09
H -0.528 -3.059 0.940 0.06 -0.10 -0.03
H -1.162 2.986 3.222 0.05 -0.06 0.09
H -1.693 1.399 -0.524 0.04 -0.03 -0.06
C -0.711 2.318 1.186 0.02 0.09 0.00
H 5.937 -0.305 3.758 0.22 0.00 0.10
O -1.735 -3.465 -1.947 -0.18 0.06 -0.24
H 2.441 -3.806 -1.217 0.00 0.07 0.02
C 1.832 -0.478 1.455 0.16 0.11 0.12
C -4.082 -0.899 0.420 0.32 -0.65 -0.38
C 1.370 1.330 -3.226 0.21 0.04 0.08
H -5.661 0.310 1.137 -0.09 0.03 0.02
C -2.943 2.953 0.363 0.01 0.17 -0.09
H -2.168 1.652 2.627 -0.03 -0.05 0.06
H 3.266 0.061 4.013 -0.18 0.07 0.18
H 0.069 3.084 1.155 -0.15 -0.08 0.02
C -3.490 -1.958 -0.205 -0.11 0.43 0.33
O 4.227 -0.862 1.043 -0.34 -0.11 -0.41
H 6.281 -1.061 1.162 0.06 -0.05 -0.15
C 5.193 -0.432 2.999 0.22 -0.14 -0.49
```
Forces are in eV/Å.

Properties
Structure (SMILES): Cc1cc(NC(=O)CCC(=O)N(c2ccc(C)c(F)c2)[C@H](C(=O)NC2CCCC2)c2ccco2)no1
Energy relative to the best compared isomer or geometry (same formula, charge and spin) (kcal/mol): 54.85

Mulliken atomic charge list, values in e, 8 entries: number 1, N, carries -0.8143; number 2, H, carries 0.2517; number 3, O, carries -0.0171; number 4, O, carries -0.6708; number 5, C, carries 0.4279; number 6, H, carries 0.4698; number 7, H, carries 0.3427; number 8, C, carries -0.4371


No. 2
C26H29FeN2O3 | ωB97M-V/def2-TZVPD

```
61
Properties=species:S:1:pos:R:3:forces:R:3
H 4.473 2.195 -2.779 -0.15 -0.20 -0.12
C -1.897 -1.929 1.781 0.71 -0.61 -0.50
H 2.362 -1.158 -4.559 0.20 0.38 0.07
O -0.986 2.582 0.981 -0.18 -0.69 1.82
H 0.919 -3.319 2.914 0.13 0.27 0.08
H -2.983 2.473 3.090 0.34 0.29 0.02
H 0.045 2.661 -1.476 -0.50 -0.34 -0.55
H 2.768 -2.022 1.043 -0.38 0.24 -0.07
C 2.224 -0.283 2.300 0.71 0.37 -0.05
H 2.269 3.223 -2.177 0.21 -0.43 -0.08
O -2.270 0.957 -0.417 0.02 0.02 -2.99
H -1.700 3.739 3.279 -0.29 -0.22 0.02
H 2.158 -0.390 -1.052 -0.23 -0.03 0.36
N -1.368 1.397 -2.581 -0.19 1.09 -0.24
H 2.445 -0.641 3.302 -0.28 0.01 -0.28
C -1.570 -1.854 -0.860 0.66 0.19 0.11
C 3.567 0.457 -3.716 -0.17 -0.18 0.12
C -1.908 2.661 3.251 -0.10 0.46 -0.22
C 1.123 1.595 -2.978 0.23 -0.08 -0.71
C -1.170 2.036 2.081 0.42 0.00 -0.17
H 1.806 1.859 2.674 -0.47 -0.21 -0.14
C -1.391 1.898 4.456 -0.01 -0.13 0.48
C 2.034 -0.166 0.009 0.74 0.44 0.37
H 0.182 -0.038 -4.060 0.69 0.27 0.26
H 0.858 -3.003 0.243 0.28 0.15 0.02
C -1.098 -2.396 2.859 -0.52 -0.22 -0.84
C 1.825 1.028 1.977 1.36 0.36 -0.92
N -0.704 0.794 2.487 -1.55 2.22 1.72
H 1.473 2.045 -0.001 -0.04 -0.61 0.32
H -0.337 3.129 -3.158 -0.02 -0.36 0.34
Fe 0.069 -0.300 1.196 1.60 -2.61 0.77
C -1.605 0.648 -1.414 -0.58 -0.22 2.33
H 0.046 -2.973 -1.805 -0.57 -0.16 0.01
H -2.170 1.976 -2.780 -0.13 0.37 0.23
C 0.146 -2.812 2.355 -0.56 -0.15 -0.53
C 1.668 1.120 0.552 1.00 0.12 0.46
C -3.100 -1.780 -0.925 0.28 0.00 -0.06
H -3.414 -1.630 -1.966 -0.13 0.03 0.15
C 2.374 -0.188 -4.055 -0.55 0.54 -0.02
C 2.376 -1.009 1.099 0.73 0.56 -0.31
C 0.158 -2.598 0.950 -1.64 -0.67 0.31
H -3.513 -2.728 -0.549 0.09 0.25 -0.16
C 2.329 2.260 -2.698 -0.25 -0.51 0.06
C 1.139 0.416 -3.748 0.33 0.18 0.38
C -0.154 2.259 -2.499 0.04 0.20 -0.16
C -0.634 0.701 3.886 -0.45 0.25 -1.50
C 3.550 1.682 -3.044 -0.38 0.14 -0.17
H -2.207 1.504 5.074 0.33 0.21 0.19
C -0.809 -0.589 -1.343 0.23 0.51 -0.25
H 4.513 -0.009 -3.972 -0.05 0.04 0.08
H -3.462 -0.958 -0.300 -0.06 -0.24 -0.24
H -1.433 -2.796 -2.808 0.18 -0.19 0.41
H -0.089 -0.252 -0.542 -0.26 -0.66 -1.84
O -0.068 -0.165 4.527 -0.29 0.58 -0.13
C -1.061 -2.975 -1.778 -0.12 -0.22 -0.02
H -0.186 -0.736 -2.241 -0.54 -0.14 0.55
H -1.429 -3.944 -1.404 0.23 0.22 -0.27
H -0.684 2.490 5.055 -0.34 -0.16 0.07
C -1.123 -2.060 0.568 -0.18 -1.12 1.20
H -2.928 -1.593 1.822 0.24 0.13 0.13
H -1.448 -2.489 3.875 0.20 0.23 0.10
```
Forces are in eV/Å.

Properties
Total charge: -1
2S+1: 5
Energy relative to the best compared isomer or geometry (same formula, charge and spin) (kcal/mol): 83.47
⟨S²⟩: 6.0231

Mulliken atomic charge list, values in e, 8 entries: number 1, H, carries 0.3665; number 2, C, carries -0.0268; number 3, H, carries 0.3777; number 4, O, carries -0.5534; number 5, H, carries 0.4411; number 6, H, carries 0.2134; number 7, H, carries 0.0893; number 8, H, carries 0.5049


No. 3
C26H29InNOP2Te | ωB97M-V/def2-TZVPD

```
61
Properties=species:S:1:pos:R:3:forces:R:3
H 1.253 0.068 7.378 -0.01 0.01 -0.09
H -2.269 3.040 -0.397 -0.23 -0.11 0.12
C -1.622 -3.037 0.407 -0.29 -0.06 0.14
H 1.203 -4.012 0.587 -0.03 0.29 0.09
C 2.078 -0.886 5.622 -0.10 0.33 0.05
C -3.855 -0.303 0.341 -0.25 -0.10 -0.15
H 2.907 -1.536 3.704 0.04 0.05 0.30
H -3.339 3.013 -3.424 0.25 0.29 0.35
H -3.900 0.934 -2.274 0.49 -0.42 0.21
Te 3.168 0.874 1.801 -0.25 -0.31 0.08
C -2.858 0.565 -2.153 0.43 0.00 -1.34
C -1.276 3.757 -3.436 0.81 1.01 -0.41
C 2.534 -2.433 -2.528 -1.31 0.03 0.17
H -3.772 -0.382 1.431 -0.20 0.00 -0.16
P -0.158 -2.044 -0.051 0.79 -0.60 -0.37
H -2.753 -0.484 -2.508 -0.22 0.60 0.26
C -2.968 2.325 0.058 0.23 0.03 -0.06
H 0.813 4.232 -3.120 -0.24 0.04 -0.14
H -1.390 -4.105 0.515 0.01 0.26 -0.09
H -2.404 -2.921 -0.354 0.19 -0.04 0.17
N -0.224 -0.205 -3.302 -0.63 -0.29 2.50
C 0.465 2.121 -3.159 -0.04 -1.13 0.34
H 1.153 2.331 6.351 0.09 -0.37 -0.24
C 1.536 1.482 5.772 -0.25 -0.10 0.53
H -0.832 -2.610 -2.360 0.24 -0.16 0.15
C 3.615 -1.554 -2.630 0.62 1.94 -0.07
H 0.421 -3.778 -1.717 -0.33 0.27 -0.01
C 1.816 1.726 -3.000 -1.45 -1.43 2.19
In 0.431 0.848 1.544 1.63 -1.26 -0.33
C -0.565 1.091 -3.182 1.81 -0.20 -0.63
C 0.121 -2.724 -1.825 0.05 0.67 -0.12
C 1.025 -0.623 -2.980 -0.63 1.76 -0.44
H -3.984 2.499 -0.336 0.36 -0.01 0.18
H 2.115 -1.871 6.083 -0.07 0.14 -0.07
C -1.373 0.000 2.357 -0.83 -1.52 4.57
C 2.547 -0.715 4.317 -0.17 1.16 0.36
H 4.211 0.549 -2.526 0.00 -0.31 -0.11
H -2.964 2.484 1.145 -0.08 0.01 -0.22
H 2.375 2.319 -2.255 0.66 0.51 -1.58
C 1.186 -2.940 0.833 0.07 -0.04 0.01
C -1.925 1.485 -2.962 -0.76 0.23 0.00
H 4.631 -1.935 -2.675 -0.16 0.04 0.26
P -2.404 0.607 -0.328 -1.13 0.47 -0.41
C 3.398 -0.169 -2.619 0.57 -1.18 -0.53
H 1.916 2.653 3.962 0.19 -0.35 0.50
C 2.106 0.331 -2.915 -0.44 0.08 0.25
C 1.583 0.208 6.356 0.35 0.00 -0.62
H 1.057 -2.816 1.918 0.03 -0.07 -0.22
C 1.987 1.683 4.474 0.29 -0.58 -0.37
C -2.279 2.788 -3.307 -0.04 -1.90 0.59
H 2.150 -2.491 0.563 -0.17 -0.09 0.05
H -3.878 -1.321 -0.068 -0.09 0.28 0.13
H -4.794 0.215 0.090 0.26 -0.25 0.10
H 2.695 -3.504 -2.437 0.10 0.14 0.34
C 0.046 3.463 -3.176 -0.48 0.82 -0.55
O -1.784 -0.461 3.336 0.61 1.33 -3.81
H 0.856 1.440 0.167 -0.83 1.66 -2.76
H -2.024 -2.672 1.358 -0.04 -0.17 -0.08
C 1.231 -1.948 -2.493 0.72 -0.73 -0.47
H -1.572 4.761 -3.748 0.19 -0.18 0.41
C 2.540 0.589 3.774 -0.31 -0.49 1.03
```
Forces are in eV/Å.

Properties
Total charge: +1
Electronic energy (eV): -62003.7348

Mulliken atomic charge list, values in e, 8 entries: number 1, H, carries 0.4286; number 2, H, carries 0.3274; number 3, C, carries -1.3057; number 4, H, carries 0.4392; number 5, C, carries -0.5888; number 6, C, carries -1.3721; number 7, H, carries 0.4405; number 8, H, carries 0.4199


No. 4
C26H30AlN8O10P2 | ωB97M-V/def2-TZVPD

```
77
Properties=species:S:1:pos:R:3:forces:R:3
C 6.358 0.080 5.976 0.01 0.00 0.02
H 10.926 -1.103 7.828 0.00 0.00 0.00
H 1.068 0.702 5.903 -0.01 0.01 0.00
Al -0.050 0.198 0.036 -0.10 -0.12 0.54
H 5.732 -0.224 0.921 0.00 0.00 -0.01
H -2.520 -3.933 2.035 -0.01 0.17 0.10
C -3.088 -3.740 3.940 0.01 -0.09 0.04
C -2.440 -1.435 0.734 0.09 -0.22 0.06
H -5.022 -3.585 4.550 0.00 0.00 0.01
H -1.604 4.900 -0.682 0.02 0.01 -0.01
O -0.093 -1.657 0.342 0.09 -0.02 -0.09
H -5.271 -3.438 -0.024 0.04 -0.01 -0.04
H -1.765 0.849 2.689 -0.01 -0.03 0.01
C 4.177 -0.133 -0.561 0.00 -0.01 0.01
C 7.174 0.212 8.243 0.01 0.00 0.01
N 3.955 0.255 5.334 0.00 0.00 0.01
C 5.275 0.096 4.996 -0.01 -0.01 -0.02
P -0.396 1.322 -2.739 -0.07 -0.05 0.08
O -2.690 2.651 0.267 0.00 0.00 0.00
N 0.162 0.380 2.170 0.02 0.00 -0.11
P -1.404 2.774 -0.443 0.04 0.00 0.03
C -0.472 0.781 4.426 -0.02 0.01 0.00
H 11.104 0.667 7.668 0.00 0.00 0.00
C -4.590 -3.504 1.990 -0.14 0.03 -0.11
C 4.672 -0.138 0.718 0.00 0.01 0.02
H -2.690 -1.254 1.785 -0.05 0.02 -0.01
N -4.061 -3.483 4.829 0.00 -0.02 -0.02
C 1.443 0.259 2.563 0.01 0.01 0.01
H -4.399 -1.296 -0.051 0.02 0.03 0.00
C 8.483 0.037 7.788 -0.02 0.00 -0.02
O -0.861 0.945 -4.061 0.01 0.00 -0.02
C 3.781 -0.017 1.796 0.03 -0.02 -0.01
H -2.700 0.643 0.417 -0.01 -0.01 0.02
C 2.798 -0.009 -0.763 0.01 -0.02 -0.01
C 4.167 0.032 3.175 -0.04 0.01 0.00
H 9.728 -0.249 6.049 0.00 0.00 0.00
C 2.422 0.094 1.510 -0.01 0.00 -0.01
H -3.731 -4.237 0.181 -0.01 -0.02 0.01
O -0.057 0.176 -1.751 0.00 0.02 -0.22
C 6.130 0.232 7.347 -0.01 0.00 -0.01
H 11.380 -0.121 9.237 0.00 0.00 0.00
O 0.872 2.290 -2.777 0.00 0.05 -0.04
H 4.830 -0.220 -1.417 -0.01 0.00 -0.01
H 5.129 0.372 7.737 0.00 0.00 0.00
H -5.327 -4.296 2.142 -0.06 0.04 0.00
H -4.993 -2.574 2.407 0.01 0.00 -0.01
O -1.116 -3.399 1.238 -0.24 -0.24 0.10
H 1.045 2.754 -1.947 0.01 -0.03 0.02
C 8.725 -0.115 6.424 0.01 0.00 0.02
O -1.534 2.193 -1.937 0.07 -0.01 -0.04
O -0.883 4.263 -0.618 -0.05 -0.03 0.02
H 7.844 -0.209 4.474 0.01 0.00 0.00
N -3.351 -3.865 2.661 0.38 0.09 -0.19
C 7.665 -0.092 5.534 -0.01 0.00 -0.01
H -1.262 1.025 5.122 0.01 0.00 0.00
H 3.605 0.396 6.264 0.00 0.00 0.00
H -3.870 -3.509 5.815 0.00 0.02 -0.01
H -1.574 -3.843 5.325 -0.01 -0.02 0.00
C 3.227 0.214 4.169 0.03 0.02 -0.01
O 9.438 0.029 8.738 0.01 0.00 0.01
C -1.127 -2.259 0.763 -0.08 0.14 0.07
H 2.363 0.000 -1.754 0.00 0.00 0.00
O -0.193 2.033 0.148 -0.04 0.13 -0.11
C 0.823 0.609 4.852 0.01 -0.01 -0.01
H -1.087 -3.935 3.662 0.02 0.01 -0.02
C -3.634 -2.076 -0.001 -0.04 -0.02 0.04
N 1.950 0.103 0.245 -0.03 0.03 -0.06
C -0.765 0.664 3.065 0.01 0.01 0.00
H -2.276 -0.223 -0.894 -0.06 0.07 0.00
C 10.788 -0.143 8.329 0.00 0.00 0.00
N -1.820 -3.861 4.353 -0.06 0.05 -0.04
N -2.118 -0.144 0.111 0.10 0.00 -0.02
C 1.832 0.353 3.911 -0.04 0.00 0.00
H -3.310 -2.258 -1.029 -0.07 0.04 -0.03
N 5.425 -0.040 3.696 0.02 -0.01 0.01
H 7.007 0.330 9.305 0.00 0.00 0.00
C -4.313 -3.367 0.492 0.20 -0.01 0.09
```
Forces are in eV/Å.

Properties
Total charge: +1
Energy relative to the best compared isomer or geometry (same formula, charge and spin) (kcal/mol): 12.49

Mulliken atomic charge list, values in e, 8 entries: number 1, C, carries 0.4016; number 2, H, carries 0.3477; number 3, H, carries 0.4865; number 4, Al, carries 0.7256; number 5, H, carries 0.6362; number 6, H, carries 0.2660; number 7, C, carries 0.8058; number 8, C, carries -0.2126